{
  "formula": "C40H39CaN5O10",
  "method": "ωB97M-V/def2-TZVPD",
  "e_lumo_ev": -0.42,
  "relative_energy_ev": 1.737,
  "gap_ev": 7.490,
  "symbols": ["H", "C", "H", "O", "H", "C", "O", "H", "C", "H", "C", "H", "C", "H", "C", "H", "H", "N", "C", "C", "H", "H", "N", "C", "O", "C", "H", "H", "C", "H", "H", "C", "C", "H", "C", "H", "C", "C", "C", "C", "H", "C", "C", "C", "H", "H", "C", "H", "H", "C", "O", "C", "C", "H", "N", "C", "H", "C", "H", "O", "H", "Ca", "C", "O", "H", "C", "H", "O", "N", "N", "C", "H", "H", "O", "C", "H", "H", "H", "H", "C", "C", "H", "H", "H", "C", "C", "H", "C", "C", "C", "O", "C", "H", "C", "O"],
  "coordinates": [[2.089338, -0.418645, 0.050181], [-2.453106, 1.839367, 2.628364], [-1.552427, -0.243263, -4.370529], [-4.067812, -0.224492, 2.013564], [7.808906, -1.237696, -0.882617], [5.850633, 2.793186, -3.573277], [6.207641, -0.085344, -1.327271], [2.728395, 2.525107, -2.285304], [-4.097434, 1.722162, 0.580281], [-1.181293, 3.379698, 0.840758], [-3.163614, 2.616159, 1.515949], [-2.133343, 4.871849, -0.891100], [4.172911, 1.570040, 2.263787], [-2.666200, -2.510343, -2.778725], [2.415122, -0.035470, -0.912896], [-2.520697, -4.008448, -3.706415], [-3.308703, 5.048879, 0.418929], [0.689599, -0.444739, 3.461349], [3.018994, 0.098173, 3.793016], [-2.765734, -2.718345, 3.441142], [6.438124, 3.399657, -4.254108], [3.040030, -0.611477, 4.612969], [-1.761466, -3.070564, 0.334101], [-3.277632, -5.614262, -1.531281], [-2.737737, 2.049877, 3.803692], [-2.286975, -0.832541, 5.340787], [2.639141, 0.248844, -3.711308], [7.762042, -0.695229, -2.571720], [-3.024695, -3.527448, -2.871582], [2.952361, 2.530953, 0.798864], [-0.421890, 0.949015, 4.530906], [7.583376, -0.404319, -1.536860], [1.804495, 0.349143, 3.156020], [4.042873, 3.916304, -3.867069], [6.461380, 1.733576, -2.907455], [-3.108653, -5.995821, -0.529975], [1.441252, -0.095687, -1.916603], [2.958700, 1.849709, 1.646131], [4.511979, 3.082804, -3.361011], [5.713765, 0.953256, -2.037718], [8.226444, 0.438895, -1.278219], [-0.956635, -0.406513, -2.352639], [-3.892031, 3.571978, -1.144035], [4.183994, 0.716608, 3.361634], [5.118855, 0.471466, 3.857021], [6.123960, 2.323154, 3.427652], [5.426800, 2.130459, 1.670385], [4.161050, 0.259596, -0.039331], [-3.705318, 3.415186, 2.003055], [-4.513693, -3.558560, -3.083217], [-2.136046, 2.153709, -0.555711], [-2.854682, 4.339454, -0.272895], [1.780485, 1.266765, 2.092463], [-3.733031, 3.759235, -2.205650], [-1.775571, -1.839505, 3.236383], [1.641499, 0.077372, -3.326739], [-2.082587, -0.040380, 6.051400], [0.128674, -0.397839, -1.401243], [0.761762, 0.103563, -5.255030], [6.433533, 2.431225, 2.522938], [-3.923822, -1.691288, 6.430090], [-1.739775, -0.750285, 1.156649], [0.602248, -0.006423, -4.190041], [-3.435327, -0.515102, -0.099382], [-4.928301, 3.821053, -0.901808], [4.363115, 1.231734, -1.843688], [-5.168955, -6.548516, -1.904775], [-1.503060, 1.024588, 2.203468], [3.646320, 0.431763, -0.889888], [-2.701294, -4.267084, -1.638895], [3.773950, 2.303509, -2.480297], [-4.326139, -3.455520, 4.707444], [7.513294, 1.530194, -3.064370], [5.586467, 2.309825, 0.496367], [-3.896265, 0.215527, 0.858548], [-2.780969, -6.266400, -2.246751], [-1.961413, -0.534388, -1.954677], [-2.925020, -3.441623, 2.652297], [-5.268231, -5.003842, -1.029447], [-3.310008, -1.744395, 5.538925], [-1.528218, -0.930118, 4.191976], [-5.151052, 1.954953, 0.713635], [0.831251, 1.461337, 1.601322], [-3.791574, 1.394868, -1.580461], [-0.718308, -0.224322, -3.674620], [-4.755556, -5.546102, -1.831949], [-5.007177, -2.983213, -2.294013], [-3.542149, -2.718745, 4.583173], [-3.560379, 2.110592, -0.805892], [-2.178246, 3.178029, 0.463092], [-4.990761, -4.903171, -3.082061], [-2.172940, -3.652014, -0.584884], [-4.767497, -3.129903, -4.048830], [-0.362290, 0.002740, 4.003195], [-0.061059, -0.627755, -0.167632]],
  "forces_ev_per_angstrom": [[0.0, 0.0, -0.1], [0.7, -0.3, 0.0], [0.0, 0.0, 0.0], [0.1, 0.3, -0.7], [-0.1, -0.1, 0.1], [0.0, 0.0, 0.0], [0.4, -0.2, 0.0], [0.1, 0.0, 0.0], [0.6, 0.0, 0.2], [0.1, -0.1, 0.0], [0.0, -0.6, -0.3], [0.0, 0.0, 0.0], [0.2, 0.1, 0.0], [0.1, 0.1, 0.0], [0.1, 0.0, -0.1], [0.1, -0.1, -0.1], [0.0, 0.0, 0.0], [0.3, 0.2, -0.6], [0.2, 0.0, 0.1], [0.5, 0.3, 0.0], [-0.1, -0.1, 0.1], [0.0, 0.0, -0.1], [-0.1, -1.0, -0.9], [0.2, 0.3, 0.0], [0.3, -0.2, -0.5], [-0.1, 0.1, 0.2], [0.0, 0.0, 0.1], [0.0, 0.0, -0.1], [0.2, -0.2, 0.4], [-0.1, -0.1, 0.1], [-0.1, 0.3, -0.2], [-0.2, 0.1, 0.1], [-0.2, -0.2, 0.0], [0.0, 0.0, 0.0], [-0.1, 0.1, -0.1], [0.1, 0.0, 0.1], [0.3, 0.1, -0.1], [-0.4, 0.1, 0.0], [0.1, 0.0, 0.0], [0.2, -0.1, -0.1], [0.0, 0.0, 0.0], [0.0, 0.0, 0.2], [0.1, 0.0, 0.2], [0.0, -0.2, 0.2], [0.0, 0.0, 0.0], [0.0, 0.0, 0.2], [0.0, 0.0, 0.4], [0.1, 0.1, 0.1], [-0.3, 0.1, 0.0], [-0.3, -0.3, 0.1], [-0.2, 0.2, 0.1], [-0.1, -0.1, 0.0], [0.0, 0.0, 0.0], [0.0, 0.0, 0.0], [-0.1, -0.4, 1.1], [0.1, 0.0, 0.3], [-0.1, -0.1, -0.1], [-0.1, -0.1, 0.3], [0.0, 0.0, 0.0], [-0.1, -0.1, 0.0], [0.0, 0.0, 0.0], [1.2, -1.9, 0.3], [-0.3, 0.0, 0.1], [-1.4, 0.8, -0.3], [0.1, 0.0, 0.0], [-0.5, -0.3, 0.1], [-0.1, 0.0, 0.0], [-1.0, 2.5, 1.1], [0.3, 0.1, -0.6], [0.4, 0.2, 0.4], [-0.2, 0.1, 0.0], [0.0, 0.1, 0.0], [-0.1, 0.0, 0.0], [-0.1, 0.1, -0.2], [-1.1, 0.0, -0.3], [0.1, -0.1, -0.1], [0.1, 0.0, 0.0], [0.0, 0.0, -0.1], [-0.1, 0.0, 0.0], [0.0, 0.0, 0.1], [0.3, 0.0, -0.2], [-0.1, 0.1, 0.1], [0.1, 0.0, 0.0], [0.1, -0.2, -0.1], [0.2, 0.0, -0.2], [-0.2, 0.3, -0.3], [-0.1, 0.0, 0.1], [-0.1, -0.1, 0.1], [0.2, 0.2, 0.4], [-0.4, -0.2, -0.2], [0.0, 0.0, 0.1], [-0.4, 0.2, 0.0], [-0.1, 0.0, -0.1], [0.0, -0.8, 0.5], [0.8, 0.3, -1.3]],
  "lowdin_charge": [0.138, -0.560, 0.107, 0.004, 0.093, -0.070, -0.071, 0.129, -0.070, 0.154, -0.081, 0.108, -0.170, 0.107, 0.016, 0.132, 0.111, 0.124, -0.009, -0.131, 0.107, 0.115, 0.138, -0.112, 0.052, -0.005, 0.109, 0.097, -0.098, 0.128, 0.137, -0.057, -0.245, 0.105, -0.010, 0.131, -0.117, -0.032, -0.076, -0.254, 0.098, -0.013, -0.095, -0.031, 0.116, 0.100, -0.464, 0.137, 0.142, -0.177, -0.066, -0.103, 0.003, 0.107, 0.007, -0.044, 0.123, -0.336, 0.099, 0.123, 0.110, 1.384, -0.088, -0.197, 0.113, -0.176, 0.128, -0.271, 0.143, -0.075, -0.027, 0.105, 0.105, 0.130, -0.652, 0.128, 0.089, 0.095, 0.131, -0.042, -0.252, 0.153, 0.108, 0.144, -0.060, -0.185, 0.133, -0.051, -0.264, -0.250, -0.125, -0.207, 0.130, -0.097, -0.210]
}